# 1
Entry from the Open Molecules 2025 dataset: C25H37HgN4S4Se as an isolated structure in a non-equilibrium geometry (ωB97M-V/def2-TZVPD).

Each line ends with the Mulliken spin population.
Atoms and positions in Å:
Hg1 -0.89119 -1.84783 3.67595  0.000
Se1 0.25359 -0.75653 -0.05894  0.000
S1 0.93983 -0.50525 4.57206  -0.001
S2 -2.46081 -1.54867 5.82254  0.000
S3 -1.28355 -0.49613 7.10492  0.016
S4 0.60464 -1.12320 6.51703  -0.001
N1 -4.46088 3.00476 3.72049  0.000
N2 -3.89270 0.97685 4.28872  0.000
N3 0.13592 0.47732 -2.95569  0.000
N4 0.36553 1.92938 -0.94868  0.000
C1 0.27651 0.51683 -1.39475  0.000
C2 4.06254 2.98664 -0.18887  0.000
C3 3.31132 1.78950 0.38524  0.000
C4 -2.20901 -4.41316 0.12856  0.000
C5 -4.95161 1.36769 5.19604  0.000
C6 -2.62552 2.15025 2.43871  0.000
C7 2.62906 -1.23732 -3.15285  0.000
C8 5.07538 3.74865 0.83832  0.000
C9 -1.74639 -5.64591 0.54648  0.000
C10 0.20343 -0.74154 -3.51957  0.000
C11 3.05959 -2.99238 -2.75223  0.000
C12 0.23082 1.72545 -3.30034  0.000
C13 -5.23088 2.64330 4.71184  0.000
C14 0.15161 3.47001 -4.88471  0.000
C15 -3.77581 -4.54690 0.10217  0.000
C16 5.66438 4.70690 0.17221  0.000
C17 -1.63767 -4.11171 -1.40092  0.000
C18 1.48985 -1.26350 -4.10665  0.000
C19 -2.09200 -3.40362 1.17703  0.001
C20 0.96439 3.96634 -2.62763  0.000
C21 0.61237 4.37096 -3.93492  0.000
C22 -1.80951 -2.69194 2.09708  -0.001
C23 -3.66934 1.96577 3.45977  0.000
C24 -0.02831 2.08045 -4.53085  0.000
C25 0.43759 2.52933 -2.17155  0.000
H1 -2.18420 -4.66996 -2.15333  0.000
H2 -0.36159 -1.56340 -3.05000  0.000
H3 -0.73764 -0.69764 -3.96450  0.000
H4 -1.95352 1.26819 2.41842  0.000
H5 2.51539 -1.04771 -2.05458  0.000
H6 3.49338 -3.50129 -3.50456  0.000
H7 3.31158 3.70125 -0.30878  0.000
H8 -0.58675 -4.28351 -1.25460  0.000
H9 3.75628 -0.81340 -3.06693  0.000
H10 3.16266 1.28984 -0.54976  0.000
H11 5.61601 3.25928 1.83895  0.000
H12 5.27585 5.62773 -0.18242  0.000
H13 -6.01421 3.32054 4.96509  0.000
H14 -4.03044 -5.50245 -0.85735  0.000
H15 -5.48125 0.51530 5.48590  0.000
H16 -2.70582 2.30694 1.41296  0.000
H17 -2.08707 3.15844 2.47112  0.000
H18 -0.71430 -5.19689 1.35845  0.000
H19 0.33257 3.64592 -6.03106  0.000
H20 -4.11322 -5.43908 0.82258  0.000
H21 0.39057 5.41378 -4.22579  0.000
H22 -0.05157 1.51038 -5.31159  0.000
H23 4.69465 2.24169 -1.05375  0.000
H24 2.72147 1.67579 1.23461  0.000
H25 6.70262 5.51073 0.70283  0.000
H26 -3.35934 0.14155 4.59484  0.000
H27 1.52592 -1.94686 -4.84536  0.000
H28 -4.31619 -3.73900 -0.17481  0.000
H29 0.02942 1.30647 10.87504  0.985
H30 -2.21166 -5.97078 1.25465  0.000
H31 1.02437 4.99110 -1.92724  0.000
H32 3.91619 -3.03854 -1.96070  0.000
H33 2.24264 -3.61513 -2.85372  0.000
H34 1.59133 -0.33051 -4.82661  0.000
H35 3.87031 0.94917 0.88119  0.000
H36 -1.37019 -3.10854 -0.98239  0.000
H37 -1.59739 -6.45020 -0.20280  0.000

Cartesian forces, eV/Å:
0.350 1.181 0.327
-0.079 -0.252 -1.151
-0.503 -0.358 0.130
-0.548 -0.531 -0.279
0.708 0.211 -0.224
0.228 0.119 0.565
1.048 0.489 -1.564
-1.166 -1.029 2.315
1.582 -2.014 10.992
0.278 -3.710 -3.883
-0.251 3.820 0.231
3.018 -3.501 2.892
2.792 -2.353 -0.264
-4.420 2.664 -3.296
1.994 1.024 -3.195
3.088 -0.201 0.825
4.715 -4.437 4.675
1.039 -3.685 -0.019
10.363 0.521 -2.518
-2.079 -4.165 -0.773
1.657 4.813 1.271
-0.097 0.386 0.787
-1.763 -1.301 1.794
0.816 -2.021 -2.034
1.082 -8.632 -2.213
4.194 5.512 3.593
0.843 1.493 5.430
0.580 7.418 -0.762
0.996 -0.452 -1.283
-3.363 0.562 2.279
-0.760 -0.124 0.143
-0.059 0.139 0.665
0.259 2.438 -1.222
1.328 7.903 -0.590
2.267 5.379 -0.324
0.016 1.019 -0.199
1.157 0.170 2.462
-1.230 -0.143 -4.317
0.284 0.769 0.425
-1.646 0.409 -1.095
2.642 -0.708 -3.667
-0.887 1.226 -1.959
0.772 -1.720 -0.706
-2.551 -0.368 -2.148
-2.190 -0.731 0.012
-1.670 0.924 -2.946
-1.286 -0.435 -2.298
-0.525 0.139 0.667
0.698 2.907 1.709
-0.954 -0.578 1.450
-2.272 -0.536 -2.146
-0.117 -1.407 1.464
-1.897 -2.236 -2.945
-1.057 0.180 2.210
0.246 3.209 -0.405
1.266 -0.191 0.480
-0.668 -4.023 -4.121
-1.565 3.750 1.912
-2.958 1.519 0.584
-2.219 -2.960 -0.708
0.164 0.267 -0.798
-0.423 -3.181 -1.729
-2.028 2.402 -0.182
0.000 -0.001 -0.003
-5.786 -4.072 8.008
0.149 -3.365 -1.188
-2.466 -0.056 -0.624
-2.646 -0.939 1.986
0.848 -1.256 0.860
1.747 0.673 -0.807
-1.523 1.294 -2.905
0.443 0.745 0.345

Computed properties:
HOMO level: -1.717 eV
ΔE to the lowest compared entry with this formula, charge and spin: 170.76 kcal/mol
net charge: -2
multiplicity: 2
largest force on an atom: 11.3 eV/Å
calculated total energy: -145325.4694 eV
gap between HOMO and LUMO: 0.220 Eh

***

# 2
Entry from the Open Molecules 2025 dataset: C25H38Br2FN3O6S2 as an isolated structure in a non-equilibrium geometry (ωB97M-V/def2-TZVPD).

Each line ends with the Löwdin charge.
Atoms and positions in Å:
Br1 2.36801 2.34172 -3.74567  0.835
Br2 0.15327 2.05490 0.34607  0.809
S1 6.78950 0.99380 1.73061  1.063
S2 3.97749 3.97263 -0.64976  0.650
F1 3.57421 4.42650 -2.11549  -0.210
O1 3.88348 -2.01942 0.10365  -0.042
O2 6.47033 0.11756 -3.47440  0.061
O3 5.87717 1.07541 -5.31842  0.053
O4 -8.13934 2.21092 2.13310  -0.197
O5 3.05864 4.57102 0.26400  -0.250
O6 5.30483 4.43101 -0.42470  -0.257
N1 5.91615 2.13314 0.98944  -0.230
N2 6.39056 1.07402 -4.21851  -0.454
N3 5.91112 -0.28662 1.25710  -0.205
C1 1.00091 -1.78816 -0.41525  -0.194
C2 4.77915 -2.98277 2.25654  -0.214
C3 2.93433 1.38722 -1.03552  -0.210
C4 6.97007 2.36193 -3.74652  0.049
C5 -7.89398 0.28091 0.63743  -0.154
C6 -7.27675 1.14561 1.76638  -0.254
C7 -2.74492 -1.85576 0.05586  -0.199
C8 4.92200 1.58112 0.33372  -0.301
C9 -7.67167 2.85885 3.30762  -0.119
C10 5.02828 -2.23120 3.61162  -0.115
C11 2.87659 -0.05766 -0.83566  -0.073
C12 0.67219 2.40209 -1.46372  -0.722
C13 -1.39076 -2.62988 0.18614  -0.191
C14 -3.97683 -2.73237 0.41042  -0.203
C15 4.90479 0.11500 0.51862  -0.237
C16 -0.38712 -2.26019 -0.95341  -0.185
C17 3.56976 -2.41773 1.46259  -0.171
C18 -6.39958 -1.79543 0.05850  -0.196
C19 1.74813 -0.89509 -1.44367  -0.107
C20 3.85165 -0.67222 -0.09302  -0.171
C21 -5.16931 -1.90176 1.01758  -0.189
C22 1.87975 2.04064 -1.89422  -0.680
C23 -6.77621 -0.31396 -0.28628  -0.204
C24 3.89938 2.19658 -0.48266  -0.157
C25 -0.31893 3.09703 -2.39456  -0.144
H1 -7.11685 -0.25161 -1.33512  0.101
H2 -6.31601 1.60629 1.44753  0.120
H3 -8.60071 0.87496 0.03556  0.113
H4 4.76715 -1.17323 3.43636  0.047
H5 -7.05977 0.46565 2.61501  0.121
H6 7.74044 2.65300 -4.45523  0.100
H7 6.09668 -2.26674 3.87131  0.069
H8 -8.50259 3.40941 3.77160  0.087
H9 -0.41807 2.59845 -3.36660  0.059
H10 -6.22467 -2.29371 -0.91058  0.096
H11 0.08202 4.11555 -2.55948  0.091
H12 3.17343 -1.55336 2.02426  0.128
H13 -1.66030 -3.69450 0.05349  0.101
H14 -5.50731 -2.31297 1.98332  0.104
H15 -7.30483 -2.26612 0.48149  0.100
H16 -4.81829 -0.87219 1.19704  0.085
H17 -1.30692 3.23094 -1.93082  0.069
H18 -4.39901 -3.22779 -0.48289  0.100
H19 -8.41630 -0.57959 1.08872  0.103
H20 -0.79959 -1.40449 -1.51657  0.094
H21 5.70515 -3.00619 1.66703  0.102
H22 -3.74319 -3.54815 1.11701  0.104
H23 2.78912 -3.19108 1.39228  0.115
H24 -6.83452 3.54193 3.06934  0.089
H25 0.91085 -1.34694 0.58984  0.108
H26 4.52564 -4.02005 2.54746  0.100
H27 -7.32285 2.10917 4.04620  0.085
H28 -5.88422 0.33854 -0.22584  0.097
H29 -2.87128 -1.48803 -0.97698  0.109
H30 -0.95589 -2.54088 1.19346  0.108
H31 4.42402 -2.64341 4.43177  0.070
H32 -2.75664 -1.00021 0.75344  0.103
H33 7.39037 2.21192 -2.75772  0.094
H34 1.00640 -0.20650 -1.87803  0.095
H35 2.17619 -1.55632 -2.21537  0.141
H36 -0.29334 -3.11990 -1.63244  0.114
H37 1.59436 -2.71348 -0.30686  0.098
H38 6.16508 3.09228 -3.71857  0.093

Cartesian forces, eV/Å:
-0.195 -0.536 0.642
0.208 0.121 -0.653
-1.391 -0.183 -0.955
0.587 1.832 2.534
0.134 -0.745 0.669
-0.319 0.307 0.134
-0.093 0.000 -0.086
0.033 -0.061 0.121
-0.076 -0.440 0.589
-1.155 -0.647 -0.856
0.474 -0.762 -1.355
0.607 0.722 0.249
0.009 0.060 0.044
0.496 -0.743 0.480
0.058 -1.325 -0.669
-0.245 -0.396 0.943
-0.200 0.363 -0.441
0.084 0.069 0.219
0.830 0.058 -0.071
0.057 -0.078 -0.539
-0.024 -0.570 0.614
-0.169 -1.183 0.122
0.036 -0.194 0.125
0.018 0.256 -1.031
0.049 -0.116 -0.047
-0.290 0.163 -0.971
-0.685 -0.406 -1.081
-0.935 0.159 0.422
-0.479 1.697 -0.701
0.150 0.925 0.908
0.527 -0.290 0.620
-0.131 0.875 -0.297
-0.048 0.249 0.650
0.566 0.106 0.430
-0.208 -0.125 -0.617
0.312 -0.250 0.356
-0.404 -0.050 0.059
0.180 -0.459 -0.621
-0.007 0.568 0.847
0.061 -0.132 0.416
-0.283 -0.390 0.012
0.245 -0.128 0.394
0.141 -0.339 0.447
-0.064 0.477 -0.034
-0.116 0.039 -0.064
-0.407 -0.071 0.083
0.273 -0.056 -0.360
0.094 0.018 0.377
0.215 -0.046 0.499
-0.210 -0.414 -0.135
-0.059 -0.265 -0.383
0.267 0.323 0.218
0.304 0.100 -0.318
0.452 0.027 -0.098
-0.087 -0.374 0.157
0.370 -0.265 -0.121
0.537 0.084 0.237
-0.160 0.550 -0.184
-0.025 -0.428 0.033
-0.494 0.125 -0.021
0.291 0.402 -0.248
0.207 0.408 -0.093
-0.286 -0.181 0.155
-0.049 0.188 -0.468
0.289 0.283 -0.438
-0.075 0.323 -0.255
-0.282 -0.370 -0.096
0.126 0.019 0.455
-0.124 0.148 -0.341
0.190 0.198 -0.259
0.164 -0.125 -0.461
-0.052 -0.062 -0.029
0.408 -0.350 -0.135
-0.270 0.390 0.067
0.160 0.419 0.064
-0.146 0.500 0.251
0.031 -0.001 -0.113

Computed properties:
HOMO level: -9.384 eV
ΔE to the lowest compared entry with this formula, charge and spin: 29.46 kcal/mol
net charge: 0
largest force on an atom: 3.2 eV/Å
calculated total energy: -207763.7117 eV
gap between HOMO and LUMO: 0.296 Eh

***

# 3
Entry from the Open Molecules 2025 dataset: C25H38BrGaI2NO18S as an isolated structure (ωB97M-V/def2-TZVPD).

Each line ends with the Löwdin charge.
Atoms and positions in Å:
I1 -1.57578 2.12069 -1.29799  0.839
I2 -2.25920 2.85251 3.56812  0.970
Br1 -4.70909 0.01543 -1.05551  0.096
Ga1 -3.86435 0.76193 1.10529  -0.001
S1 -8.47046 4.15107 0.47578  0.652
O1 -0.25600 8.05608 7.89586  0.152
O2 5.54841 -8.12053 -6.59126  0.057
O3 0.31233 -3.09375 -1.88894  0.074
O4 1.82937 -6.61446 -9.50324  0.135
O5 5.45623 -10.36900 -6.66136  0.156
O6 -0.15871 -2.27930 -3.89418  0.054
O7 3.04274 0.23305 1.63564  0.059
O8 1.52614 4.85851 4.35774  0.165
O9 -1.05122 6.01735 8.42055  0.052
O10 0.92214 0.33680 0.98461  0.017
O11 2.52410 -0.14578 -0.52322  0.164
O12 -0.55184 6.48684 6.30896  0.066
O13 5.04441 -9.13679 -8.49971  0.062
O14 3.11824 5.20818 5.90747  0.061
O15 0.18354 -6.39413 -7.98345  0.064
O16 1.37051 -3.90906 -3.69556  0.120
O17 2.08386 -5.28434 -7.71237  0.052
O18 3.68946 4.40811 3.91487  0.056
N1 -2.10510 -1.42888 1.02628  -0.095
C1 4.49178 4.82749 6.02335  -0.112
C2 5.35725 -9.31405 -7.19954  -0.582
C3 -0.58565 6.96167 7.56643  -0.581
C4 -2.29872 2.03573 0.69731  -0.777
C5 -3.13307 -0.90174 1.94644  -0.354
C6 0.58186 -3.15837 -3.19414  -0.585
C7 -1.64176 2.83511 1.52523  -0.899
C8 -5.43229 1.68421 1.96754  -0.299
C9 -0.51887 -1.93204 -1.64763  -0.101
C10 1.40081 -6.14027 -8.49475  -0.591
C11 2.19224 0.11293 0.58756  -0.570
C12 2.31721 0.77250 2.74692  -0.104
C13 4.91957 4.73505 4.56805  -0.110
C14 -1.55052 4.91957 7.64685  -0.111
C15 0.11787 -5.82615 -6.66248  -0.097
C16 1.18198 -4.74835 -6.72016  -0.095
C17 5.57807 -7.09710 -7.59361  -0.108
C18 2.66426 4.82877 4.68992  -0.561
C19 4.79948 -7.73933 -8.72749  -0.100
C20 0.88719 0.38966 2.41635  -0.110
C21 -6.23647 2.51014 0.95459  -0.408
C22 -7.28194 3.39499 1.62993  -0.598
C23 -0.47549 3.75969 1.28690  -0.230
C24 -1.15199 -1.71815 -3.00691  -0.097
C25 -0.79134 5.07143 6.34044  -0.144
H1 0.30224 3.24260 0.71812  0.040
H2 -1.32243 -0.67425 -3.24952  0.104
H3 -7.84484 3.76145 -0.63743  -0.159
H4 -0.88260 -5.44804 -6.47689  0.133
H5 0.12587 -1.10212 -1.35951  0.106
H6 1.69226 -4.58982 -5.77754  0.104
H7 -1.68331 -2.29086 1.35622  0.061
H8 -6.07675 0.92099 2.41687  0.054
H9 -1.25335 -2.12989 -0.87287  0.097
H10 5.03174 5.57501 6.59706  0.132
H11 -5.08811 2.35221 2.76271  -0.014
H12 6.61995 -6.90110 -7.85460  0.129
H13 -1.34548 4.75533 5.46144  0.019
H14 -3.96484 -1.61488 1.97332  0.042
H15 0.61413 -0.59779 2.79405  0.136
H16 -7.85308 2.78730 2.33591  0.062
H17 0.14966 1.11421 2.73784  0.078
H18 -2.62831 5.04044 7.52325  0.131
H19 5.27847 5.68883 4.17880  0.133
H20 -0.80875 4.62092 0.69713  0.076
H21 5.65562 3.96072 4.37242  0.132
H22 -2.08076 -2.27591 -3.12925  0.133
H23 4.54637 3.86426 6.53350  0.132
H24 -6.79928 4.19898 2.19008  0.062
H25 -0.06313 4.14971 2.21642  0.026
H26 5.11832 -6.19078 -7.20992  0.128
H27 0.16810 4.55811 6.35325  0.111
H28 -6.75372 1.83294 0.26748  0.066
H29 5.15082 -7.46187 -9.71692  0.135
H30 0.35522 -6.60443 -5.93676  0.135
H31 2.68744 0.33664 3.67086  0.130
H32 -1.37788 -0.73396 0.90737  0.017
H33 -2.78321 -0.77722 2.98175  0.031
H34 2.45989 1.85517 2.76647  0.126
H35 -1.34872 3.98646 8.16596  0.129
H36 -5.56558 3.13040 0.34875  0.100
H37 3.73314 -7.53554 -8.65933  0.101
H38 0.79373 -3.79814 -7.08799  0.137

Cartesian forces, eV/Å:
0.040 0.000 -0.062
-0.071 -0.182 0.076
0.039 -0.022 0.016
-0.288 0.008 0.171
-0.075 0.062 -0.038
0.020 0.044 0.009
0.021 0.037 0.034
-0.021 0.046 0.094
-0.065 -0.014 -0.002
0.004 -0.046 0.018
-0.084 0.021 -0.035
0.047 0.011 0.051
-0.015 -0.096 -0.122
-0.029 -0.039 0.033
-0.065 -0.053 -0.013
-0.028 -0.037 -0.024
0.021 -0.012 -0.097
-0.049 0.020 -0.077
-0.007 -0.016 0.051
-0.077 -0.014 0.039
-0.007 -0.052 0.041
0.018 0.044 0.055
0.023 -0.035 -0.068
-0.055 0.031 0.304
0.067 -0.044 -0.030
0.006 0.022 0.006
0.009 -0.012 0.016
-0.044 0.033 0.076
-0.085 -0.185 -0.231
0.021 -0.009 -0.080
0.253 0.001 -0.166
0.048 0.284 -0.352
-0.127 0.104 -0.139
0.037 0.037 -0.052
0.026 0.052 -0.033
-0.056 0.101 0.036
0.074 0.046 0.064
-0.045 -0.067 -0.090
0.020 0.053 0.089
-0.025 0.005 0.034
0.015 0.043 -0.078
0.016 0.068 0.060
0.030 0.133 0.090
0.035 -0.081 0.066
-0.158 -0.185 0.089
0.144 -0.088 0.225
-0.144 0.168 0.055
-0.030 0.031 0.057
-0.062 -0.081 0.206
-0.039 0.054 0.031
0.080 0.008 -0.040
0.025 0.003 -0.118
-0.021 0.003 -0.093
0.052 -0.001 0.016
0.089 -0.036 -0.048
0.109 0.087 0.126
0.008 0.056 0.059
0.076 -0.097 -0.022
-0.066 0.064 -0.015
-0.012 -0.157 0.049
-0.004 0.003 -0.015
0.041 0.235 0.021
0.058 0.042 0.017
0.023 -0.003 -0.004
-0.010 0.078 -0.035
-0.113 0.122 -0.055
0.001 0.013 -0.021
-0.003 0.008 0.012
0.071 -0.109 -0.049
-0.066 -0.060 -0.034
0.002 -0.006 0.012
0.008 -0.007 -0.007
-0.008 -0.073 0.002
0.057 -0.108 -0.029
-0.047 -0.051 0.072
0.009 0.017 0.015
0.133 0.066 -0.034
0.046 -0.092 -0.014
0.018 -0.006 -0.005
0.040 -0.075 -0.039
0.156 -0.103 -0.070
0.013 0.051 -0.041
-0.017 0.002 0.004
0.056 0.037 0.049
-0.099 0.010 -0.009
0.026 -0.105 -0.045
-0.014 -0.005 -0.017

Computed properties:
HOMO level: -5.923 eV
net charge: -1
largest force on an atom: 0.5 eV/Å
calculated total energy: -214345.6902 eV
gap between HOMO and LUMO: 0.269 Eh